{
  "formula": "C19H31ClN2OPd",
  "method": "ωB97M-V with the def2-TZVPD basis set",
  "species": ["C", "C", "C", "C", "Cl", "H", "H", "H", "H", "H", "H", "H", "H", "H", "C", "C", "C", "H", "C", "C", "H", "H", "H", "H", "C", "C", "C", "H", "C", "C", "H", "H", "H", "H", "Pd", "C", "N", "C", "C", "O", "N", "C", "C", "H", "H", "H", "H", "H", "H", "H", "H", "H", "H", "H", "H"],
  "xyz": [[5.287, -3.323, 0.265], [4.893, -4.757, 0.642], [6.065, -3.336, -1.057], [6.163, -2.724, 1.373], [3.770, -2.302, 0.077], [6.977, -3.937, -0.964], [6.369, -2.326, -1.351], [5.470, -3.771, -1.866], [5.784, -5.386, 0.756], [4.266, -5.215, -0.130], [4.351, -4.784, 1.593], [7.080, -3.310, 1.502], [5.639, -2.720, 2.334], [6.461, -1.698, 1.134], [-1.505, -0.385, -1.570], [-0.418, -0.263, -2.458], [0.612, -1.162, -2.059], [-0.380, 0.382, -3.332], [0.115, -1.944, -0.940], [-1.177, -1.364, -0.571], [-1.816, -1.739, 0.226], [-2.456, 0.130, -1.653], [1.571, -1.319, -2.547], [0.573, -2.829, -0.515], [0.914, 1.914, 1.070], [0.307, 2.530, -0.068], [1.000, 2.117, -1.226], [-0.509, 3.246, -0.045], [2.064, 1.246, -0.847], [2.073, 1.167, 0.600], [2.846, 0.706, 1.207], [0.661, 2.052, 2.118], [0.786, 2.448, -2.240], [2.810, 0.792, -1.494], [0.616, -0.285, 0.166], [-2.711, 3.032, 2.360], [-3.718, 2.752, 1.362], [-4.875, 3.629, 1.359], [-3.798, 1.456, 0.870], [-3.063, 0.540, 1.260], [-4.782, 1.288, -0.109], [-4.974, 2.261, -1.170], [-5.251, -0.054, -0.365], [-3.178, 3.546, 3.206], [-1.934, 3.693, 1.952], [-2.256, 2.095, 2.676], [-4.811, 4.375, 0.559], [-5.793, 3.044, 1.226], [-4.907, 4.160, 2.315], [-5.038, 1.741, -2.131], [-5.905, 2.822, -1.017], [-4.128, 2.960, -1.204], [-5.425, -0.187, -1.434], [-4.514, -0.777, -0.012], [-6.199, -0.226, 0.165]],
  "lowdin_charge": [-0.907, -0.110, -0.111, -0.111, 0.557, 0.101, 0.082, 0.082, 0.101, 0.082, 0.084, 0.101, 0.083, 0.081, 0.017, -0.005, -0.055, 0.142, -0.145, -0.071, 0.133, 0.129, 0.135, 0.125, -0.025, 0.017, -0.007, 0.132, -0.070, -0.137, 0.127, 0.137, 0.142, 0.135, 0.957, -0.050, -0.140, -0.046, -0.487, -0.002, -0.165, -0.066, -0.047, 0.097, 0.077, 0.078, 0.091, 0.102, 0.095, 0.087, 0.095, 0.090, 0.086, 0.074, 0.105],
  "orbital_gap_ev": [7.612, 3.278],
  "e_above_lowest_kcal_mol": 0.0,
  "total_energy_ev": -41214.7789,
  "total_charge": 2,
  "multiplicity": 5,
  "max_force_ha_per_bohr": 0.042,
  "s_squared": 6.017
}


{
  "formula": "C19H31ClN3O3S",
  "method": "ωB97M-V with the def2-TZVPD basis set",
  "species": ["C", "C", "N", "C", "H", "H", "C", "N", "C", "O", "C", "C", "C", "C", "C", "C", "H", "H", "Cl", "S", "O", "O", "N", "C", "C", "C", "C", "H", "H", "C", "H", "H", "C", "H", "H", "H", "H", "H", "H", "H", "H", "H", "H", "H", "H", "C", "C", "H", "H", "H", "H", "H", "H", "H", "H", "H", "H", "H"],
  "xyz": [[-0.238, 1.108, 3.808], [0.241, 2.509, 3.677], [1.324, 2.698, 2.628], [2.629, 2.326, 2.981], [2.518, 1.651, 3.562], [3.178, 3.205, 3.560], [3.236, 1.936, 1.926], [3.009, 0.568, 1.264], [1.813, 0.413, 0.701], [0.836, 1.285, 0.667], [1.561, -1.052, 0.283], [0.249, -1.299, 0.120], [-0.350, -2.443, -0.518], [0.706, -3.558, -0.735], [2.100, -3.045, -0.849], [2.320, -1.811, -0.163], [3.284, -1.507, -0.340], [2.698, -3.748, -1.042], [0.330, -5.172, -1.378], [-2.120, -2.963, -0.204], [-2.201, -4.268, -0.188], [-2.595, -2.037, 0.874], [-2.614, -2.569, -1.713], [-2.885, -1.102, -1.861], [-1.531, -0.498, -3.098], [-2.217, -0.635, -4.499], [-2.265, -1.869, -5.076], [-0.989, -2.444, -5.021], [-2.567, -1.911, -5.918], [-3.046, -3.026, -4.201], [-2.923, -3.993, -4.820], [-3.900, -2.583, -4.142], [-2.322, -3.439, -2.873], [-1.293, -3.327, -3.072], [-2.699, -4.303, -2.561], [-3.128, -0.352, -4.489], [-1.444, 0.086, -5.192], [-1.868, 0.538, -2.532], [-0.795, -0.924, -2.781], [-2.731, -0.634, -0.875], [-4.021, -0.952, -2.406], [-0.742, -0.672, 0.727], [3.537, -0.152, 1.430], [4.360, 1.847, 2.028], [3.417, 2.606, 1.014], [1.241, 4.222, 2.156], [1.440, 5.286, 3.349], [2.331, 5.095, 3.829], [0.875, 5.220, 4.065], [1.692, 6.313, 3.112], [2.173, 4.353, 1.492], [0.432, 4.463, 1.761], [1.041, 2.132, 1.673], [-0.694, 3.241, 3.582], [0.570, 2.815, 4.732], [-0.691, 0.754, 2.979], [-0.914, 1.115, 4.480], [0.641, 0.505, 4.086]],
  "lowdin_charge": [-0.044, -0.160, -0.082, -0.244, 0.056, 0.218, -0.168, 0.190, -0.233, 0.036, -0.257, 0.000, -0.154, -0.463, 0.037, -0.112, 0.123, 0.022, 0.707, 0.591, -0.231, -0.314, -0.298, -0.072, -0.010, -0.283, -0.197, 0.210, -0.007, -0.074, 0.150, 0.032, -0.164, 0.076, 0.068, 0.040, 0.190, 0.146, -0.051, 0.063, 0.169, 0.202, 0.080, 0.173, 0.178, -0.022, -0.007, 0.042, -0.030, 0.107, 0.151, 0.029, 0.072, 0.181, 0.155, 0.048, 0.025, 0.113],
  "orbital_gap_ev": 7.615,
  "e_above_lowest_kcal_mol": 477.4,
  "total_energy_ev": -54150.6516,
  "total_charge": 1,
  "max_force_ha_per_bohr": 0.381
}


{
  "formula": "C19H31F3GaO13",
  "method": "ωB97M-V with the def2-TZVPD basis set",
  "species": ["C", "C", "O", "C", "C", "O", "Ga", "C", "C", "C", "C", "O", "O", "C", "C", "H", "H", "H", "H", "H", "H", "H", "H", "H", "H", "H", "H", "H", "H", "H", "H", "H", "H", "H", "H", "H", "H", "C", "C", "O", "C", "O", "O", "F", "H", "H", "H", "C", "C", "O", "C", "O", "O", "F", "H", "H", "H", "C", "C", "O", "C", "O", "O", "F", "H", "H", "H"],
  "xyz": [[-0.821, 3.039, -0.671], [-1.979, 2.166, -0.169], [-1.753, 0.871, -0.638], [-2.839, -0.002, -0.381], [-2.386, -1.124, 0.582], [-1.577, -0.661, 1.607], [-2.609, -0.172, 3.131], [-1.835, 1.427, 4.146], [-0.308, 1.559, 4.166], [0.359, 1.462, 2.782], [1.760, 1.988, 2.892], [2.049, 3.111, 3.120], [2.751, 1.047, 2.706], [3.682, 1.456, 1.686], [4.381, 0.238, 1.068], [-0.653, 3.892, -0.024], [-1.048, 3.324, -1.693], [0.062, 2.406, -0.681], [-2.899, 2.605, -0.573], [-2.064, 2.225, 0.919], [-3.200, -0.450, -1.311], [-3.642, 0.520, 0.134], [-3.286, -1.627, 0.955], [-1.785, -1.815, -0.027], [-2.905, -1.448, 4.086], [-4.070, 0.279, 2.560], [-2.151, 1.301, 5.184], [-2.325, 2.339, 3.811], [0.173, 0.862, 4.847], [-0.066, 2.552, 4.558], [0.459, 0.408, 2.549], [-0.192, 1.952, 1.992], [4.428, 2.101, 2.142], [3.127, 1.995, 0.925], [3.959, -0.686, 1.418], [5.423, 0.310, 1.324], [4.235, 0.253, -0.009], [-0.928, -2.478, -2.977], [-1.569, -3.807, -2.662], [-2.874, -3.651, -3.203], [-2.769, -2.774, -4.236], [-3.604, -2.612, -5.069], [-1.590, -2.115, -4.198], [-1.659, -4.009, -1.334], [-1.137, -1.729, -2.211], [0.147, -2.548, -3.121], [-1.085, -4.668, -3.129], [8.776, -1.020, 3.300], [8.581, -2.377, 3.930], [7.190, -2.584, 3.795], [6.789, -1.889, 2.683], [5.758, -2.038, 2.128], [7.753, -1.003, 2.303], [8.904, -2.371, 5.247], [8.604, -0.212, 4.013], [9.759, -0.897, 2.852], [9.118, -3.188, 3.433], [-4.990, -0.027, -6.232], [-4.958, 1.188, -5.341], [-5.797, 2.101, -6.034], [-6.701, 1.354, -6.733], [-7.699, 1.781, -7.211], [-6.305, 0.059, -6.803], [-3.713, 1.714, -5.252], [-4.246, 0.029, -7.027], [-4.856, -0.956, -5.687], [-5.352, 1.024, -4.337]],
  "lowdin_charge": [-0.069, -0.302, -0.152, -0.214, -0.368, -0.331, 0.325, -0.307, -0.278, -0.101, -0.502, 0.131, -0.034, -0.215, -0.057, 0.070, 0.064, 0.068, 0.115, 0.101, 0.105, 0.088, 0.088, 0.083, -0.099, -0.066, 0.027, 0.030, 0.107, 0.094, 0.107, 0.105, 0.110, 0.115, 0.065, 0.048, 0.073, -0.035, -0.315, 0.139, -0.541, 0.151, 0.079, 0.089, 0.130, 0.142, 0.171, -0.060, -0.323, 0.136, -0.525, 0.185, 0.066, 0.071, 0.146, 0.137, 0.171, -0.050, -0.310, 0.128, -0.553, 0.169, 0.072, 0.076, 0.148, 0.107, 0.176],
  "orbital_gap_ev": 6.623,
  "e_above_lowest_kcal_mol": 0.0,
  "total_energy_ev": -107351.9086,
  "total_charge": -1,
  "max_force_ha_per_bohr": 0.041
}


{
  "formula": "C19H31F9OP2Sn",
  "method": "ωB97M-V with the def2-TZVPD basis set",
  "species": ["P", "P", "C", "C", "H", "H", "H", "H", "C", "H", "H", "H", "C", "H", "H", "H", "C", "H", "H", "H", "C", "H", "H", "H", "Sn", "C", "C", "C", "C", "C", "C", "C", "C", "C", "H", "H", "H", "H", "H", "H", "H", "H", "H", "H", "H", "H", "H", "H", "H", "F", "C", "F", "F", "C", "O", "C", "F", "F", "F", "C", "F", "F", "F"],
  "xyz": [[0.567, -1.774, -1.387], [0.400, 1.747, -0.916], [0.340, -0.390, -2.576], [1.269, 0.747, -2.299], [-1.072, 0.024, -2.448], [0.399, -0.772, -3.601], [2.289, 0.423, -1.996], [1.362, 1.382, -3.189], [0.099, 3.149, -2.121], [-0.598, 3.868, -1.668], [-0.301, 2.833, -3.088], [1.049, 3.663, -2.304], [1.409, 2.798, 0.201], [1.302, 3.836, -0.117], [2.481, 2.531, 0.186], [1.025, 2.704, 1.214], [-0.089, -2.933, -2.731], [-0.487, -3.864, -2.293], [0.771, -3.193, -3.368], [-0.863, -2.491, -3.382], [2.200, -2.698, -1.290], [3.066, -2.010, -1.275], [2.264, -3.433, -2.117], [2.124, -3.238, -0.340], [2.731, -0.074, 0.534], [-1.816, 1.441, -0.947], [-1.994, 0.856, -2.292], [-3.449, 0.408, -2.483], [-3.861, -0.888, -1.746], [-2.731, -1.847, -1.654], [-1.820, -1.862, -0.665], [-1.592, -0.828, 0.420], [-2.135, 0.595, 0.286], [3.056, -1.957, 1.556], [-2.150, 2.471, -0.797], [-1.767, 1.604, -3.075], [-3.611, 0.312, -3.571], [-4.123, 1.197, -2.121], [-4.355, -0.690, -0.775], [-4.637, -1.348, -2.378], [-2.741, -2.646, -2.392], [-1.411, -2.854, -0.399], [-0.514, -0.770, 0.667], [-2.038, -1.270, 1.320], [-3.224, 0.597, 0.454], [-1.727, 1.116, 1.175], [3.607, -1.560, 2.440], [3.665, -2.698, 1.009], [2.093, -2.405, 1.860], [3.589, 0.188, 3.810], [2.557, 0.887, 4.358], [2.458, 0.493, 5.664], [2.927, 2.191, 4.349], [1.237, 0.658, 3.537], [1.382, 0.484, 2.176], [0.469, -0.548, 4.138], [-0.024, -0.323, 5.384], [-0.583, -0.864, 3.337], [1.252, -1.658, 4.196], [0.299, 1.871, 3.825], [0.212, 2.168, 5.148], [0.726, 3.003, 3.200], [-0.965, 1.641, 3.355]],
  "lowdin_charge": [1.032, 1.047, -0.358, -0.376, 0.079, 0.110, 0.012, 0.099, -0.225, 0.073, 0.051, 0.074, -0.239, 0.067, 0.013, 0.021, -0.237, 0.076, 0.059, 0.056, -0.220, 0.020, 0.073, 0.037, 1.379, -0.166, -0.195, -0.126, -0.142, -0.047, -0.193, -0.207, -0.182, -0.314, 0.136, 0.121, 0.136, 0.139, 0.133, 0.135, 0.127, 0.123, 0.053, 0.134, 0.134, 0.112, 0.004, 0.010, 0.020, 0.121, -0.462, 0.171, 0.167, -0.276, -0.322, -0.491, 0.174, 0.133, 0.156, -0.479, 0.178, 0.129, 0.138],
  "orbital_gap_ev": [4.937, 6.414],
  "e_above_lowest_kcal_mol": 118.5,
  "total_energy_ev": -71096.7872,
  "total_charge": 2,
  "max_force_ha_per_bohr": 0.090
}


{
  "formula": "C19H31FNO4",
  "method": "ωB97M-V with the def2-TZVPD basis set",
  "species": ["C", "C", "C", "C", "C", "C", "C", "C", "C", "N", "C", "C", "C", "C", "O", "O", "O", "C", "C", "O", "C", "C", "C", "F", "C", "H", "H", "H", "H", "H", "H", "H", "H", "H", "H", "H", "H", "H", "H", "H", "H", "H", "H", "H", "H", "H", "H", "H", "H", "H", "H", "H", "H", "H", "H", "H"],
  "xyz": [[2.770, -1.132, 2.386], [3.886, -0.134, 1.967], [3.365, 1.195, 1.414], [2.760, 1.103, -0.020], [3.821, 0.529, -0.980], [3.488, 0.595, -2.512], [2.367, 1.570, -2.921], [0.926, 1.050, -2.737], [0.678, -0.401, -3.235], [0.161, -1.212, -2.102], [0.952, -1.787, -1.203], [0.438, -2.489, -0.149], [-0.922, -2.601, 0.008], [-1.548, -3.336, 1.183], [-1.372, -4.493, 1.454], [-2.346, -2.575, 1.992], [-2.115, -1.198, 1.760], [-3.398, -0.544, 1.749], [-3.396, 0.721, 0.873], [-3.575, 1.904, 1.623], [-4.845, 2.508, 1.424], [-5.926, 1.916, 2.359], [-1.723, -2.016, -0.958], [-3.041, -2.098, -0.918], [-1.164, -1.329, -1.989], [2.975, -2.152, 2.030], [2.760, -1.216, 3.478], [1.772, -0.824, 2.047], [4.593, -0.647, 1.311], [4.449, 0.107, 2.877], [4.216, 1.888, 1.337], [2.630, 1.666, 2.077], [2.413, 2.106, -0.286], [1.867, 0.462, 0.073], [4.768, 1.025, -0.739], [3.967, -0.531, -0.736], [3.345, -0.431, -2.868], [4.398, 0.956, -3.007], [2.483, 2.516, -2.383], [2.516, 1.814, -3.982], [0.252, 1.717, -3.289], [0.616, 1.137, -1.689], [-0.121, -0.374, -3.980], [1.534, -0.868, -3.722], [2.027, -1.687, -1.319], [1.094, -2.935, 0.591], [-3.626, -0.245, 2.778], [-4.153, -1.237, 1.368], [-2.456, 0.840, 0.308], [-4.193, 0.610, 0.125], [-5.181, 2.489, 0.379], [-4.751, 3.564, 1.698], [-6.665, 2.680, 2.623], [-5.478, 1.564, 3.292], [-6.476, 1.113, 1.853], [-1.818, -0.853, -2.713]],
  "lowdin_charge": [-0.099, -0.248, -0.212, -0.216, -0.184, -0.184, -0.191, -0.148, -0.071, -0.019, 0.014, 0.072, 0.004, -0.364, 0.196, 0.072, -0.082, -0.110, -0.187, -0.143, -0.260, -0.066, -0.186, 0.159, 0.081, 0.064, 0.074, 0.055, 0.094, 0.107, 0.113, 0.117, 0.107, 0.081, 0.119, 0.092, 0.085, 0.113, 0.114, 0.117, 0.118, 0.103, 0.128, 0.133, 0.147, 0.143, 0.136, 0.130, 0.126, 0.124, 0.116, 0.119, 0.076, 0.078, 0.072, 0.172],
  "orbital_gap_ev": 7.843,
  "e_above_lowest_kcal_mol": 0.0,
  "total_energy_ev": -32593.1576,
  "total_charge": 1,
  "max_force_ha_per_bohr": 0.030
}


{
  "formula": "C19H31KNO12",
  "method": "ωB97M-V with the def2-TZVPD basis set",
  "species": ["K", "C", "C", "C", "O", "C", "O", "O", "H", "H", "H", "H", "H", "H", "C", "C", "C", "O", "C", "O", "O", "H", "H", "H", "H", "H", "H", "C", "C", "C", "O", "C", "O", "O", "H", "H", "H", "H", "H", "H", "C", "O", "C", "O", "O", "C", "H", "H", "H", "H", "H", "H", "C", "C", "C", "C", "N", "H", "H", "H", "H", "H", "H", "H"],
  "xyz": [[0.303, -0.081, 2.409], [-3.063, 2.552, -1.775], [-3.440, 1.803, -0.487], [-2.701, 0.484, -0.139], [-2.046, 0.567, 1.122], [-2.145, 1.898, 1.479], [-1.537, 2.329, 2.434], [-2.897, 2.611, 0.569], [-2.051, 2.727, -2.105], [-3.488, 3.491, -1.888], [-3.517, 2.026, -2.576], [-4.555, 1.830, -0.274], [-2.000, 0.294, -0.934], [-3.464, -0.249, -0.002], [-0.558, 0.110, -3.301], [0.004, -1.259, -3.100], [1.451, -1.282, -2.741], [1.441, -1.481, -1.310], [0.208, -1.712, -0.939], [-0.145, -1.804, 0.226], [-0.642, -1.665, -1.963], [-1.634, 0.196, -3.152], [-0.227, 0.427, -4.236], [-0.003, 0.786, -2.662], [-0.065, -1.849, -3.986], [1.838, -0.313, -3.176], [1.985, -2.231, -3.029], [-0.426, 4.933, -1.065], [0.740, 4.199, -0.490], [0.927, 4.224, 1.079], [1.179, 2.859, 1.323], [1.249, 2.146, 0.249], [1.680, 0.960, 0.234], [0.870, 2.794, -0.827], [-1.230, 4.433, -0.832], [-0.261, 5.051, -2.113], [-0.591, 5.895, -0.640], [1.583, 4.625, -0.896], [0.185, 4.406, 1.775], [1.804, 4.776, 1.335], [-0.303, -4.442, 1.767], [-1.661, -4.133, 1.547], [-2.214, -3.094, 2.250], [-1.570, -2.128, 3.088], [-3.551, -2.970, 1.903], [-4.358, -2.034, 2.415], [0.057, -4.149, 2.774], [0.224, -4.107, 0.899], [-0.261, -5.416, 1.675], [-4.679, -2.256, 3.500], [-5.170, -1.967, 1.737], [-3.976, -0.994, 2.413], [5.768, -1.355, 1.170], [4.566, -1.696, 0.181], [3.650, -2.889, 0.626], [2.717, -2.495, 1.738], [2.018, -2.205, 2.617], [6.260, -0.466, 0.704], [6.379, -2.211, 1.297], [5.397, -1.181, 2.230], [4.972, -1.711, -0.890], [3.938, -0.754, 0.177], [4.157, -3.841, 0.765], [2.886, -3.022, -0.195]],
  "lowdin_charge": [0.862, -0.014, -0.228, -0.068, -0.017, -0.486, 0.125, 0.055, 0.075, 0.068, 0.077, 0.181, 0.107, 0.128, -0.006, -0.360, -0.044, 0.061, -0.555, 0.072, 0.112, 0.095, 0.077, 0.086, 0.157, 0.165, 0.162, 0.016, -0.224, -0.007, 0.072, -0.586, 0.032, 0.123, 0.006, 0.100, 0.105, 0.125, 0.116, 0.135, -0.038, 0.011, -0.274, -0.128, -0.016, -0.122, 0.117, 0.078, 0.043, 0.141, 0.085, 0.089, -0.096, -0.239, -0.149, -0.183, 0.121, 0.083, 0.043, 0.088, 0.125, 0.098, 0.118, 0.105],
  "orbital_gap_ev": 10.805,
  "e_above_lowest_kcal_mol": 10.9,
  "total_energy_ev": -62583.6853,
  "total_charge": 1,
  "max_force_ha_per_bohr": 0.173
}